No. 1
13
Properties=species:S:1:pos:R:3:forces:R:3:lowdin_spin:R:1 method="wB97M-V/def2-TZVPD" total_charge=+1 fmax_ha_per_bohr=0.09148 s2=0.7561 multiplicity=2 e_above_lowest_ev=1.0349
C -0.257544 0.814572 0.997986 0.4 -2.9 0.8 0.55
C -0.412183 -0.552165 0.545074 -1.7 -1.0 -2.9 0.20
O -0.792398 -0.800825 -0.793287 0.5 2.1 4.2 0.17
C -0.442109 -1.817263 1.395259 -0.6 2.9 -0.6 0.02
H 0.043060 0.895947 2.053730 -0.2 0.5 -0.7 0.02
H -0.349828 1.615542 0.315402 -0.1 0.9 -0.4 0.03
H -1.205931 0.052679 -1.095905 0.7 -0.9 -0.5 0.00
H -0.034039 -1.590263 2.353928 0.2 -0.1 0.8 0.00
H 0.101412 -2.574953 0.910304 0.4 -1.2 -0.7 0.00
H -1.530115 -2.013987 1.469045 0.5 -0.3 0.0 0.01
H 1.117367 2.323542 -2.156298 1.0 -0.8 -2.5 0.00
H 2.339231 1.681460 -2.924515 -0.3 0.2 -0.1 0.00
O 1.423083 1.965713 -3.070724 -0.8 0.7 2.6 0.00

***

No. 2
14
Properties=species:S:1:pos:R:3:forces:R:3:mulliken_charge:R:1 method="wB97M-V/def2-TZVPD" total_charge=-1 fmax_ha_per_bohr=0.11164 multiplicity=1 e_above_lowest_ev=5.7282
C -2.051534 -0.787173 -0.498927 -0.3 1.6 1.4 -1.11
C 0.962908 0.684279 1.546512 1.7 0.7 -0.1 -0.84
C 0.699842 -0.845024 -1.221027 -1.9 1.4 0.5 -1.04
O -0.130921 2.160496 -0.499369 -1.7 -5.5 0.4 -0.93
O -0.098856 -0.182984 1.292534 -1.3 -0.1 -1.2 -0.43
P -0.630358 0.153987 -0.242711 2.1 2.6 -1.6 1.04
H -2.467258 -0.415780 -1.445788 -0.3 -0.3 0.1 0.25
H -2.705318 -0.510515 0.386723 0.2 -0.3 -1.1 0.18
H 1.915418 0.116667 1.655052 -0.5 0.3 0.1 0.21
H 0.745077 1.301005 2.393746 0.0 0.0 1.0 0.31
H 0.988625 1.438118 0.723985 0.5 -0.3 0.3 0.45
H 1.035298 -0.431043 -2.135455 0.3 0.8 -0.8 0.32
H 1.477806 -0.888126 -0.517205 1.3 -0.4 0.7 0.21
H 0.259271 -1.793906 -1.438072 -0.2 -0.7 0.2 0.38

***

No. 3
14
Properties=species:S:1:pos:R:3:forces:R:3:mulliken_charge:R:1 method="wB97M-V/def2-TZVPD" total_charge=-2 fmax_ha_per_bohr=0.03493 multiplicity=1 e_above_lowest_ev=0.5311
C 0.750181 0.463086 0.298548 0.4 -0.2 0.5 -0.61
O 1.761068 0.666470 -0.607506 0.0 0.0 -0.1 -0.92
C 0.014856 -0.892744 0.177926 1.2 -1.3 -0.4 -0.16
C -1.170768 -1.125773 1.099985 -1.2 0.5 -0.5 -0.67
S -2.437103 -2.480701 0.798712 0.5 0.1 -0.2 -0.82
H -0.040501 1.252037 0.369584 -0.2 0.1 -0.6 0.16
H 1.154637 0.531832 1.320539 0.2 -0.2 0.6 0.26
H -0.156063 -1.000169 -0.896879 -0.8 0.1 0.0 0.22
H 0.727504 -1.736799 0.328440 0.1 0.5 0.2 0.21
H -0.881090 -1.283955 2.142346 0.3 0.4 -0.1 0.20
H -1.745355 -0.189266 1.002798 0.0 -0.1 0.5 0.18
H 1.347789 1.464058 -1.864309 -1.3 0.1 0.6 0.46
H 0.025126 2.301885 -1.749611 0.0 -0.1 0.3 0.25
O 0.649725 2.030036 -2.420568 0.8 0.1 -0.7 -0.76

***

No. 4
14
Properties=species:S:1:pos:R:3:forces:R:3:mulliken_charge:R:1 method="wB97M-V/def2-TZVPD" total_charge=0 fmax_ha_per_bohr=0.02857 smiles="O=CO.CSC" multiplicity=1 e_above_lowest_ev=0.9172
C 1.928716 -0.624891 1.329512 -0.3 -0.2 1.4 -0.79
S 1.700443 0.879498 0.432464 0.5 1.0 -0.5 -0.11
C 0.942225 2.088417 1.610850 0.1 -1.0 -0.5 -0.77
H 2.559240 -0.482390 2.214166 -0.1 0.1 -0.1 0.30
H 0.948389 -0.963600 1.669378 0.2 -0.4 0.0 0.26
H 2.428024 -1.377354 0.727044 -0.2 0.1 -0.3 0.29
H 1.440522 3.041406 1.453419 -0.4 0.1 -0.3 0.29
H 1.043309 1.863034 2.667629 0.2 -0.4 0.0 0.29
H -0.105674 2.032004 1.330454 -0.1 0.7 0.3 0.24
O -2.950166 -0.156079 -1.508106 0.0 -0.4 0.5 -0.43
C -1.956850 -0.816905 -1.540089 -0.4 0.9 -0.7 0.28
O -1.917669 -2.141236 -1.287976 0.0 0.1 -0.4 -0.42
H -1.007489 -0.354492 -1.852354 0.3 -0.3 0.1 0.22
H -1.194596 -2.483826 -1.831212 0.1 -0.2 0.4 0.35

***

No. 5
15
Properties=species:S:1:pos:R:3:forces:R:3:mulliken_charge:R:1 method="wB97M-V/def2-TZVPD" total_charge=0 fmax_ha_per_bohr=0.02464 smiles="CC(=O)O.CSS" multiplicity=1 e_above_lowest_ev=0.0000
O 1.187400 0.113930 0.821020 0.5 0.3 -0.3 -0.50
O 2.440899 1.844319 0.099520 -1.1 -0.1 0.6 -0.44
C 2.190059 0.520480 0.277410 -0.2 0.3 0.1 0.80
C 3.299909 -0.319650 -0.280100 0.3 -0.7 -0.1 -1.00
H 1.658779 2.316229 0.496520 0.8 -0.2 -0.4 0.26
H 3.081359 -1.390019 -0.127960 0.0 0.6 0.0 0.30
H 4.252338 -0.080210 0.222050 -0.4 0.0 -0.3 0.28
H 3.415939 -0.134470 -1.361239 0.0 0.1 0.5 0.29
S -1.670899 2.596499 1.770659 0.0 -0.1 -0.1 -0.19
S -0.202630 4.024539 1.727909 0.1 -0.1 0.0 -0.13
C 0.474970 3.913578 3.395549 0.3 -0.1 0.7 -0.68
H -0.924750 1.529749 1.413179 0.0 0.1 0.1 0.18
H 1.228980 4.712288 3.496259 -0.3 -0.3 -0.1 0.28
H 0.964630 2.942369 3.578839 -0.2 0.4 -0.2 0.28
H -0.303110 4.065568 4.162419 0.3 0.0 -0.4 0.29

***

No. 6
15
Properties=species:S:1:pos:R:3:forces:R:3:mulliken_charge:R:1 method="wB97M-V/def2-TZVPD" total_charge=0 fmax_ha_per_bohr=0.07009 multiplicity=1 e_above_lowest_ev=4.5845
C -0.064083 -0.274204 -0.036283 -0.7 1.6 -2.2 0.83
C -0.032608 1.072663 0.684095 3.5 -0.4 -0.8 -1.02
C 0.698792 -1.847654 1.667396 0.2 1.1 0.9 -0.39
O -0.268833 -0.168494 -1.426591 0.1 -1.3 1.3 -0.23
O 0.224176 -1.413712 0.431815 -0.5 0.8 -0.7 -0.25
Si -0.868842 0.529482 -2.870537 -0.5 0.7 2.4 0.22
S 0.591902 -0.734637 3.050419 1.7 -1.0 0.4 -0.35
H -0.483649 0.957445 1.633403 -0.7 0.4 0.7 0.34
H 1.117839 1.176229 0.953978 -2.1 0.0 -0.4 0.31
H -0.252779 2.002003 0.098735 -0.4 -1.4 0.3 0.26
H 0.513385 -2.886232 1.905870 -0.3 0.1 -0.8 0.34
H 0.376185 0.361456 -3.695868 -0.8 0.4 0.0 -0.05
H -1.379841 1.925877 -2.253229 0.8 -1.2 -1.2 -0.09
H -2.146325 -0.051422 -3.517512 1.1 0.1 0.5 -0.06
H 1.974680 -0.648801 3.374308 -1.5 0.1 -0.4 0.13

***

No. 7
14
Properties=species:S:1:pos:R:3:forces:R:3:lowdin_spin:R:1 method="wB97M-V/def2-TZVPD" total_charge=+1 fmax_ha_per_bohr=0.06296 energy_ev=-29760.67424 s2=12.7006 multiplicity=7
C 0.609886 -1.027914 1.385129 1.6 -2.4 1.5 -0.46
C 0.923722 -1.974636 0.245091 -0.1 -0.1 -1.1 -0.05
O 0.535617 -1.327586 -0.998770 -0.3 1.4 1.1 0.00
C 0.295324 -2.184001 -2.085183 -0.2 -0.8 -0.7 0.00
Tb -0.500926 0.754488 0.312196 -1.0 1.0 -1.6 6.56
H -0.050102 -1.510499 2.122566 0.0 0.6 -0.1 -0.01
H 1.531596 -0.662280 1.864365 -0.5 0.3 -0.1 -0.01
H 0.368602 -2.924966 0.318275 0.1 0.4 0.1 0.00
H 1.998982 -2.190057 0.132624 -0.3 0.0 0.4 -0.01
H 0.337530 -1.597776 -3.013828 0.1 -0.2 0.4 0.00
H 1.039491 -2.996642 -2.096773 -0.2 0.3 -0.2 0.00
O -1.628737 2.377688 -0.422516 1.0 -0.8 0.5 -0.02
H -1.317702 3.217186 -0.758379 -0.4 0.5 -0.2 0.00
H -0.710386 -2.617922 -1.997424 0.2 -0.1 -0.1 0.00

***

No. 8
14
Properties=species:S:1:pos:R:3:forces:R:3:mulliken_charge:R:1 method="wB97M-V/def2-TZVPD" total_charge=0 fmax_ha_per_bohr=0.05326 smiles=C1COCO1.O multiplicity=1 e_above_lowest_ev=2.0346
C -0.791753 0.037790 -0.149614 -0.4 2.4 1.2 -0.01
C -0.017927 -0.771807 0.893170 0.8 -0.6 0.4 -0.22
C -0.234181 -1.980744 -1.084307 -0.9 -0.7 0.4 -0.09
H 0.860538 4.084532 0.167950 0.4 -1.3 1.2 0.32
H 1.818223 2.930330 0.493299 1.4 -0.7 -0.6 0.31
H -1.811021 0.301171 0.267318 1.0 -0.1 -0.6 0.20
H -0.251592 1.015229 -0.441228 -0.8 -1.4 0.6 0.11
H -0.441851 -0.898019 1.907105 -0.5 0.1 -0.7 0.23
H 0.975698 -0.352146 1.127851 0.0 -0.2 -0.6 0.18
H -0.996282 -2.751851 -1.371055 1.0 0.1 0.3 0.18
H 0.708986 -2.107194 -1.663874 -0.6 0.6 0.0 0.24
O 1.048935 3.347079 0.818574 -1.7 2.0 -0.6 -0.65
O 0.077955 -2.082686 0.295836 -0.1 0.4 0.0 -0.40
O -0.945728 -0.771683 -1.261024 0.5 -0.6 -0.9 -0.38

***

No. 9
14
Properties=species:S:1:pos:R:3:forces:R:3:mulliken_charge:R:1 method="wB97M-V/def2-TZVPD" total_charge=0 fmax_ha_per_bohr=0.01731 smiles="O=CO.CCO" multiplicity=1 e_above_lowest_ev=1.2235
C -0.847680 -0.000197 -2.432444 -0.7 -0.3 -0.1 -0.21
O 0.413230 -0.336555 -3.017985 -0.2 -0.6 0.2 -0.52
C -0.647725 0.912084 -1.227483 0.5 -0.5 -0.3 -0.82
H -1.507629 0.410329 -3.206616 0.2 0.3 0.1 0.24
H -1.367964 -0.915255 -2.103086 0.2 0.2 -0.1 0.27
H 0.420802 -1.300835 -3.111819 0.2 0.5 -0.1 0.31
H 0.327041 1.394097 -1.342087 -0.3 0.3 0.0 0.27
H -1.447317 1.620830 -1.048327 -0.1 0.2 -0.2 0.30
H -0.570050 0.273071 -0.360892 0.1 0.0 0.5 0.18
O 0.930347 -0.213711 2.257952 -0.2 -0.2 0.0 -0.46
C 1.387780 -0.439972 3.339817 -0.4 0.4 -0.5 0.23
O 0.734153 -0.204724 4.500666 0.3 -0.8 -0.1 -0.43
H 2.381324 -0.863294 3.445328 0.4 0.1 0.6 0.31
H -0.206314 -0.335864 4.306982 -0.1 0.5 0.0 0.33

***

No. 10
15
Properties=species:S:1:pos:R:3:forces:R:3:mulliken_charge:R:1 method="wB97M-V/def2-TZVPD" total_charge=0 fmax_ha_per_bohr=0.01546 smiles="O=C(O)CCS.O" multiplicity=1 e_above_lowest_ev=0.1739
O 1.072910 -2.232916 -0.706933 -0.3 -0.1 0.0 -0.55
C 1.384533 -1.116483 -0.399565 0.0 0.0 -0.1 0.43
O 2.630869 -0.821297 0.019608 0.1 0.2 0.2 -0.43
C 0.510089 0.110977 -0.419156 -0.7 0.0 0.4 -0.31
C 1.063613 1.203934 -1.313361 0.6 0.3 0.1 -0.72
S 0.022807 2.684958 -1.410660 -0.2 -0.3 -0.5 -0.20
H 3.120951 -1.653652 0.051643 0.1 -0.1 -0.1 0.33
H 0.402516 0.452350 0.625716 0.2 0.0 -0.4 0.35
H -0.501928 -0.145509 -0.750336 0.3 -0.2 0.0 0.29
H 2.040533 1.552872 -0.980465 0.0 -0.3 0.0 0.34
H 1.197157 0.806350 -2.319498 -0.1 0.2 -0.1 0.35
H 0.018976 2.877145 -0.102918 0.0 0.2 0.5 0.11
H -4.913151 -1.695638 2.810928 0.0 -0.1 0.0 0.32
H -3.699108 -1.105624 2.107694 0.1 0.0 -0.1 0.31
O -4.350769 -0.917464 2.787304 0.0 0.1 0.0 -0.64

***

Q: Look up the multiplicity of the sixth one.
A: 1

***

Q: Which value of multiplicity does entry 2 give?
A: 1